# C5H14

2 unconnected molecules or ions with the total composition C5H14 in a non-equilibrium geometry (the ωB97M-V functional and the def2-TZVPD basis, the OMol25 dataset).

Relative energy (zero: lowest compared OMol25 entry of this formula, charge and spin) (kcal per mole): 17.8
Energy (eV): -5411.277
E_HOMO (eV): -10.96
F_max (eV/A): 2.007
Total charge: 0
2S+1: 1
SMILES: CCC.CC
Kohn-Sham gap (eV): 12.061

Each line ends with the Mulliken charge.
Cartesian coordinates (Å):
1 C -1.8173 0.8794 -1.4802  -1.152
2 C -0.6332 1.4111 -0.5699  0.458
3 C 0.5351 1.8675 -1.3978  -1.175
4 H -1.8077 -0.2007 -1.5915  0.316
5 H -1.9101 1.3789 -2.4509  0.336
6 H -2.7062 1.0988 -0.8619  0.312
7 H -1.0094 2.2685 -0.0439  0.302
8 H -0.4304 0.5440 0.1174  -0.343
9 H 0.4451 2.9004 -1.8405  0.318
10 H 1.5168 1.6944 -0.9445  0.333
11 H 0.6608 1.2205 -2.2767  0.317
12 C 0.6896 -1.4425 1.0228  -0.534
13 C 1.1356 -2.2567 2.2469  -1.050
14 H -0.4088 -1.2767 1.1972  0.210
15 H 1.3562 -0.5906 0.9528  0.237
16 H 0.8410 -2.0350 0.0812  0.245
17 H 1.9020 -3.0144 2.0951  0.307
18 H 0.3058 -2.8724 2.6490  0.281
19 H 1.3349 -1.5747 3.0953  0.282